i.
29
Properties=species:S:1:pos:R:3 method="wB97M-V/def2-TZVPD" smiles=CCN1CCC[C@@H]1c1cccnc1 homo_energy_ev=-8.6
C 0.43223 2.58662 -0.18401
C 1.72301 1.88153 -0.31880
C 2.86649 -0.15983 -0.14128
C 2.59920 -1.68949 -0.19538
C 1.29216 -1.73213 0.68686
C 0.69322 -0.35226 0.49326
C -0.78817 -0.39137 0.19090
C -1.57560 0.14550 1.13483
C -2.91198 0.34695 0.92456
C -3.41521 -0.18987 -0.29634
C -1.32043 -0.84439 -1.00492
H 0.48260 3.73766 -0.24410
H -0.10845 2.29067 0.70829
H -0.28312 2.21875 -0.94353
H 2.18555 2.08298 -1.31923
H 2.43628 2.27536 0.51137
H 3.56970 0.36263 -0.74554
H 3.24441 0.12741 0.92291
H 2.37144 -1.88566 -1.21306
H 3.36541 -2.22731 0.29846
H 1.59733 -1.58245 1.74225
H 0.62965 -2.60296 0.52521
H 0.59006 0.03451 1.54272
H -1.10874 0.41663 2.08639
H -3.45445 1.01336 1.60540
H -4.47265 -0.18220 -0.64782
H -0.74689 -1.28218 -1.87469
N 1.55323 0.40431 -0.34992
N -2.67718 -0.74784 -1.17768



ii.
29
Properties=species:S:1:pos:R:3 method="wB97M-V/def2-TZVPD" smiles=Nc1ccc(N2CCCCC2)cc1 homo_energy_ev=-6.8
C 3.52922 -0.03858 0.09750
C 2.81516 -1.17594 -0.27574
C 1.43205 -1.18192 -0.36070
C 0.73917 0.05730 -0.13256
C 1.45459 1.18852 0.22988
C 2.85307 1.14230 0.35677
C -1.40300 -1.22401 -0.05240
C -2.66672 -1.03928 0.81843
C -3.58961 -0.01995 0.13730
C -2.76749 1.03349 -0.65232
C -1.36171 1.25549 -0.11410
H 5.37053 -0.68449 -0.49736
H 5.35887 0.92249 0.01948
H 3.41139 -2.05777 -0.44598
H 0.89095 -2.09921 -0.65775
H 0.98427 2.07482 0.60130
H 3.42181 1.99542 0.77595
H -1.72158 -1.67774 -1.02476
H -0.77912 -1.93639 0.44025
H -2.38330 -0.81404 1.86005
H -3.17222 -2.06118 0.84773
H -4.29950 0.37309 0.85862
H -4.23395 -0.49006 -0.59551
H -3.25678 2.02183 -0.66413
H -2.68339 0.67072 -1.65534
H -0.86255 2.00429 -0.77960
H -1.37736 1.75624 0.86603
N 4.94608 -0.03386 0.10991
N -0.64888 0.03841 -0.11096



ii is favored, and the nearest alternative lies 1.528 eV above it.



i.
12
Properties=species:S:1:pos:R:3 method="wB97M-V/def2-TZVPD" homo_energy_ev=-8.7
C -0.45535 -1.64916 -0.22821
C 0.25822 -0.35746 0.46478
C 0.08131 1.95483 0.36976
C 0.30181 0.69646 -0.40758
H -0.62714 -2.15952 0.67574
H -1.31976 -1.49457 -1.15263
H 0.44960 -2.47855 -0.71660
H 1.26402 -0.83198 0.59087
H 1.05844 2.45369 0.60603
H -0.53450 2.65370 0.07470
S -0.44328 0.66559 1.79746
S -0.03338 0.54698 -2.07432



ii.
12
Properties=species:S:1:pos:R:3 method="wB97M-V/def2-TZVPD" homo_energy_ev="-7.6 / -7.2"
C 2.07654 1.43387 -0.08019
C -0.59687 0.56338 -0.05907
C -2.30263 -1.13642 -0.90999
C -0.90474 -0.82772 -0.45489
S 1.80630 3.01119 0.11584
S -1.25892 1.87641 0.51331
H 2.86777 0.92999 -0.45397
H -2.98220 -1.49325 -0.04831
H -2.26858 -2.05784 -1.62535
H -2.69202 -0.38360 -1.53360
H -0.52743 -1.36920 0.42732
H -0.16471 -1.02991 -1.28059



i is favored, and the nearest alternative lies 1.103 eV above it.



i.
11
Properties=species:S:1:pos:R:3 method="wB97M-V/def2-TZVPD" multiplicity=2 homo_energy_ev="-17.6 / -18.7" charge=+2
H -2.07748 0.79939 -2.11439
C -1.12193 0.40365 0.17048
C -0.68079 -1.01047 0.21743
O 0.74260 -0.94609 0.04578
C 1.11463 0.29334 0.05538
O -0.01874 1.10855 0.17979
O 2.21922 0.74958 0.04835
Ag 4.88793 0.33138 0.06091
H -1.13670 -1.58593 -0.60327
H -0.92050 -1.50562 1.17108
Li -3.00824 1.36222 0.76846



ii.
11
Properties=species:S:1:pos:R:3 method="wB97M-V/def2-TZVPD" multiplicity=2 homo_energy_ev="-17.3 / -17.3" charge=+2
H 1.92783 -0.74275 0.65126
C 1.57751 0.50161 -0.59744
C 0.64483 0.51898 0.45572
O -0.49521 1.35021 0.17101
C -1.62468 0.83145 -0.06010
O -1.95823 -0.32913 -0.19369
O 2.51193 -0.35367 -0.32933
Li -3.94561 -0.67226 -0.36728
H 1.25711 0.62541 -1.63904
H 0.87034 0.54691 1.52446
Ag -0.76583 -2.27677 0.38445



i is favored, and the nearest alternative lies 1.153 eV above it.



i.
99
Properties=species:S:1:pos:R:3 method="wB97M-V/def2-TZVPD" smiles="COC[C@H](C)N.COC[C@H](C)N.COC[C@H](C)N.NC(N)=O.NC(N)=O.NC(N)=O.NC(N)=O.NC(N)=O.NC(N)=O" homo_energy_ev=-9.2
C 1.37133 4.32273 7.35426
C 1.68737 3.48312 6.16791
C 3.13531 2.97774 6.08220
O 4.09832 3.90076 5.62920
C 4.26717 4.12075 4.19876
N 0.74435 2.40064 6.41923
H 1.91526 5.26176 7.45661
H 1.54880 3.88656 8.33729
H 0.32767 4.63637 7.33190
H 1.37711 4.07276 5.30527
H 3.02942 2.20548 5.32028
H 3.53202 2.52261 6.98971
H 3.74099 5.05151 3.98681
H 4.12841 3.26829 3.53381
H 5.30674 4.44523 4.24481
H 1.13257 1.78958 7.12350
H -0.04660 2.72544 6.95683
C 3.23115 -8.93691 -2.46567
C 1.74275 -9.26992 -2.04826
C 0.80158 -8.71486 -3.11610
O 1.34975 -9.16718 -4.29867
C 0.66866 -8.67605 -5.49408
N 1.53837 -10.71555 -1.81820
H 3.34073 -9.33629 -3.47393
H 3.97781 -9.38972 -1.81331
H 3.37814 -7.86332 -2.58361
H 1.55491 -8.69123 -1.14387
H 0.62952 -7.65125 -3.28106
H -0.11215 -9.26265 -2.88559
H -0.41624 -8.76483 -5.43755
H 1.19368 -9.33760 -6.18315
H 0.88490 -7.62076 -5.66047
H 2.32300 -11.00699 -1.25294
H 1.84982 -10.94717 -2.75064
C -0.78565 8.80678 0.58429
C -1.41564 8.40603 1.92374
C -2.06383 9.64338 2.64049
O -0.99512 10.56957 3.09509
C -1.34845 11.63685 3.95767
N -2.55274 7.45649 1.73518
H 0.03685 9.44503 0.90713
H -1.55933 9.40737 0.10593
H -0.45522 8.06052 -0.13822
H -0.69371 7.84688 2.51894
H -2.53281 9.21914 3.52828
H -2.76636 10.08503 1.93373
H -0.54898 12.37436 3.88678
H -1.67596 11.28285 4.93518
H -2.11217 12.18931 3.41029
H -3.18130 8.00753 1.16829
H -2.25794 6.61886 1.25396
C -1.16739 6.01894 -6.01715
O -2.20735 6.67852 -5.67366
N -0.33071 6.20641 -6.99186
N -0.68306 4.97895 -5.28265
H -0.37853 7.09382 -7.47177
H 0.30175 5.47011 -7.27107
H -1.11909 4.64084 -4.43669
H 0.08958 4.41917 -5.61395
C -5.62076 2.11508 -2.92498
O -4.66038 2.33404 -2.19148
N -6.27854 0.98744 -3.01749
N -6.03971 3.04863 -3.63155
H -7.21451 1.07373 -3.38708
H -5.92739 0.11748 -2.64337
H -6.80104 2.82685 -4.25708
H -5.68334 3.99363 -3.64017
C 3.38027 -0.97487 -4.05528
O 3.00146 -1.94588 -4.66676
N 2.70037 -0.20017 -3.34088
N 4.54544 -0.52644 -4.02371
H 1.71737 -0.39568 -3.46573
H 2.97585 0.44805 -2.61699
H 5.22221 -0.82128 -4.71302
H 4.48784 0.42237 -3.68232
C 2.94360 -9.36685 5.32179
O 1.90771 -8.77676 5.24138
N 3.97278 -8.98710 6.01646
N 3.23568 -10.42479 4.64709
H 4.73690 -9.64437 6.08126
H 3.61010 -8.30854 6.67079
H 2.40020 -10.87310 4.29911
H 4.04044 -10.99227 4.87165
C -4.31576 -4.47573 -5.02929
O -5.09797 -4.89851 -5.83755
N -3.29445 -3.73254 -5.25904
N -4.29897 -4.95544 -3.85322
H -3.39748 -3.17162 -6.09261
H -2.65371 -3.55673 -4.49835
H -3.55311 -4.55324 -3.30365
H -5.17389 -5.41431 -3.64334
C -1.66357 -1.77681 1.41096
O -1.77670 -2.06407 0.20423
N -1.84160 -0.59217 1.87343
N -1.03551 -2.52702 2.32916
H -1.85894 -0.37994 2.86073
H -1.95874 0.10284 1.14999
H -0.72999 -3.48726 2.26076
H -0.83115 -1.92889 3.11694



ii.
99
Properties=species:S:1:pos:R:3 method="wB97M-V/def2-TZVPD" smiles="COC[C@H](C)N.COC[C@H](C)N.COC[C@H](C)N.NC(N)=O.NC(N)=O.NC(N)=O.NC(N)=O.NC(N)=O.NC(N)=O" homo_energy_ev=-8.1
C 0.20701 -0.24711 5.18554
C 0.10150 1.26944 5.22857
C 0.82973 2.04400 6.29444
O 0.44771 3.39909 6.30333
C 0.23513 3.92907 7.59612
N 0.30807 1.77870 3.85326
H -0.34774 -0.62387 4.33089
H -0.36678 -0.63626 6.03727
H 1.22867 -0.55123 5.40781
H -0.98448 1.40417 5.36937
H 1.91825 1.91152 6.25096
H 0.56227 1.59450 7.25887
H -0.03347 4.98407 7.56064
H 1.15569 3.80178 8.16817
H -0.63114 3.49245 8.10409
H -0.32340 1.38420 3.17537
H 0.45195 2.77419 3.78570
C 0.22233 -7.36909 0.09753
C 1.54221 -6.60593 0.23126
C 1.29719 -5.16944 0.70191
O 2.50149 -4.43054 0.71257
C 2.83624 -3.79809 -0.50015
N 2.45696 -7.29122 1.15965
H 0.29520 -8.34499 -0.38712
H -0.50327 -6.82583 -0.51192
H -0.21542 -7.56066 1.07835
H 2.04476 -6.52781 -0.74081
H 0.99381 -5.20089 1.75163
H 0.52391 -4.69250 0.09416
H 2.32813 -2.87518 -0.80323
H 2.74868 -4.45072 -1.37348
H 3.87557 -3.48673 -0.39548
H 3.23156 -6.64833 1.29343
H 2.81928 -8.14410 0.75498
C -1.40514 5.50642 -4.59340
C -0.06524 6.04120 -4.02005
C 0.16166 5.57290 -2.58155
O -1.06067 5.75099 -1.89521
C -1.05254 5.35293 -0.54988
N 0.99410 5.45586 -4.86598
H -2.26436 5.77267 -3.96941
H -1.34009 4.42412 -4.52102
H -1.63924 5.86628 -5.59371
H -0.20073 7.11931 -4.11432
H 0.97251 6.16034 -2.13314
H 0.42263 4.51708 -2.43956
H -1.99627 5.32021 -0.00975
H -0.42418 6.07914 -0.01468
H -0.64522 4.33823 -0.48184
H 1.00537 4.42046 -4.78465
H 0.63325 5.43136 -5.82014
C -3.32468 0.83354 2.40538
O -2.12387 1.07270 2.26248
N -3.84129 0.52315 3.62516
N -4.19236 0.68740 1.36329
H -4.79121 0.24121 3.74986
H -3.15071 0.73452 4.32880
H -3.79933 0.91206 0.46249
H -5.03170 0.15812 1.48278
C 3.30642 -0.34594 2.48295
O 2.73362 -0.14249 1.39612
N 4.40327 -1.13633 2.66081
N 2.98249 0.41646 3.54076
H 4.65745 -1.72727 1.88917
H 4.66793 -1.35094 3.60148
H 3.38018 0.31119 4.45577
H 2.09723 0.92888 3.47493
C -1.23874 -2.10716 -4.95443
O -2.23819 -1.50542 -4.52404
N -1.19169 -2.63148 -6.19221
N -0.12868 -2.24960 -4.20268
H -1.95377 -2.21481 -6.71725
H -0.29830 -2.82719 -6.60274
H -0.10888 -1.90028 -3.25458
H 0.62311 -2.86299 -4.46012
C 0.29306 1.57284 -5.13130
O 0.96437 2.62820 -5.22795
N 1.00028 0.42005 -5.11284
N -1.02307 1.51565 -4.86141
H 0.54889 -0.48702 -5.07642
H 1.97210 0.51036 -5.34625
H -1.44409 2.42199 -4.78085
H -1.45074 0.64227 -4.58828
C -2.53321 -2.88365 -1.29686
O -2.52695 -3.88622 -2.02816
N -2.66806 -1.63232 -1.79892
N -2.76443 -2.97630 0.06511
H -2.50683 -0.86683 -1.16398
H -2.53058 -1.49747 -2.81034
H -2.82323 -3.91141 0.42009
H -2.60226 -2.08417 0.49273
C -0.11518 0.34267 -0.75775
O -1.21470 0.73620 -1.18730
N 0.12498 0.08069 0.54703
N 0.92666 0.02903 -1.57437
H 1.11155 -0.06604 0.79110
H -0.61142 0.33378 1.18678
H 0.97080 0.44395 -2.48885
H 1.61032 -0.61977 -1.23057



ii is favored, and the nearest alternative lies 7.950 eV above it.



i.
81
Properties=species:S:1:pos:R:3 method="wB97M-V/def2-TZVPD" smiles=CCO.CCO.CCO.CCO.CCO.CCO.CCO.CCO.CCO homo_energy_ev=-9.5
C -11.80373 -24.49544 69.39122
C -11.44648 -25.25082 70.56768
O -10.65615 -24.47299 71.58784
H -10.86453 -23.87547 68.93422
H -12.52902 -23.66761 69.46467
H -12.05082 -25.16738 68.51073
H -10.86692 -26.23390 70.37417
H -12.29793 -25.42130 71.28975
H -10.59027 -24.95106 72.47369
C -7.60838 -26.63564 61.45258
C -7.75739 -27.01207 62.91032
O -6.72541 -26.29655 63.58259
H -6.68543 -27.03772 60.99632
H -7.71501 -25.60885 61.32167
H -8.51355 -27.19157 60.92704
H -7.64084 -28.10682 63.06861
H -8.60216 -26.80859 63.37181
H -6.63240 -26.51510 64.53007
C -6.87098 -30.34990 69.08051
C -6.12375 -31.06567 68.00844
O -5.72202 -30.14477 67.08372
H -7.77890 -30.01959 68.78266
H -6.37571 -29.60296 69.61581
H -7.33965 -31.00134 69.80452
H -6.53071 -31.87510 67.47752
H -5.36528 -31.63701 68.49624
H -5.07509 -30.66097 66.47252
C -4.93443 -23.91529 68.24487
C -3.68686 -24.95891 68.18357
O -2.46066 -24.20405 68.21400
H -5.77815 -24.60104 68.38679
H -4.97681 -23.29474 67.29104
H -4.90053 -23.30946 68.96037
H -3.69226 -25.35437 67.09631
H -3.89148 -25.70494 68.94250
H -1.93922 -24.91299 67.86906
C -3.02504 -28.56690 66.23834
C -3.36432 -27.67667 65.07250
O -2.63769 -28.03256 63.87065
H -1.96797 -28.39432 66.47023
H -3.07354 -29.76710 65.87660
H -3.92871 -28.43974 66.98148
H -3.00620 -26.65385 65.23032
H -4.40729 -27.92451 64.69430
H -1.71400 -28.33367 64.05528
C -9.63146 -30.79380 63.72618
C -9.19986 -30.59068 65.19153
O -7.85777 -30.30547 65.14952
H -9.09805 -31.54165 63.02686
H -9.42082 -29.81534 63.24264
H -10.68872 -30.87142 63.61398
H -9.14048 -31.52251 65.80283
H -9.91390 -29.78643 65.70954
H -7.38080 -30.33600 66.03424
C -11.83228 -26.83927 64.29494
C -12.79768 -27.96487 63.81959
O -13.08065 -28.73410 64.97450
H -11.17850 -27.29024 64.80892
H -12.25648 -26.18309 64.80228
H -11.31607 -26.39814 63.56684
H -12.08503 -28.52739 62.96411
H -13.66870 -27.53153 63.44688
H -13.42105 -29.61054 64.65879
C -7.24168 -21.54310 69.46680
C -8.04701 -22.74849 69.75277
O -8.76676 -22.48436 70.92222
H -6.57536 -21.42278 70.36496
H -7.94779 -20.79073 69.21762
H -6.43106 -21.68860 68.52932
H -7.40626 -23.55957 69.70124
H -8.81713 -23.08360 69.13113
H -9.16407 -23.12276 71.30543
C -8.37075 -25.89453 66.59503
C -7.62078 -27.13528 67.12592
O -6.42510 -27.33179 66.41692
H -7.66196 -25.22755 66.32122
H -9.05868 -25.33627 67.36496
H -8.72690 -26.00951 65.60399
H -8.14335 -28.05001 66.72238
H -7.38564 -27.06251 68.20687
H -5.94532 -28.13031 66.73237



ii.
81
Properties=species:S:1:pos:R:3 method="wB97M-V/def2-TZVPD" smiles=CCO.CCO.CCO.CCO.CCO.CCO.CCO.CCO.CCO homo_energy_ev=-9.2
C -1.94677 4.50768 3.03348
C -2.03004 3.22460 2.22873
O -2.07685 3.51119 0.82319
H -2.84930 5.03106 3.33466
H -1.22317 5.22521 2.63944
H -1.41428 4.19863 3.94676
H -2.96449 2.71099 2.48005
H -1.20393 2.53878 2.38811
H -2.68479 4.21417 0.58556
C -4.16880 0.50710 0.42551
C -4.93946 0.50439 1.72321
O -4.27622 -0.06196 2.84646
H -3.36558 1.24863 0.45206
H -4.77167 0.72733 -0.45543
H -3.69719 -0.46111 0.24004
H -5.82204 -0.12819 1.58089
H -5.37604 1.47086 1.99958
H -3.39658 0.34750 2.93060
C 0.56266 -3.79929 -0.36493
C -0.15147 -5.12287 -0.07197
O 0.80529 -6.14358 0.22173
H 1.49704 -4.02733 -0.88307
H 0.90246 -3.18898 0.47331
H -0.09734 -3.17910 -0.97081
H -0.82060 -5.41050 -0.88361
H -0.73359 -5.01311 0.85034
H 0.36861 -6.99534 0.14413
C 1.81069 -2.99404 -4.37653
C 0.63259 -3.93075 -4.62688
O -0.23543 -3.35734 -5.59671
H 2.73947 -3.48560 -4.09734
H 1.49234 -2.23230 -3.66802
H 2.01067 -2.55985 -5.35872
H 0.08050 -4.24469 -3.73679
H 1.02000 -4.87973 -5.01992
H -1.14802 -3.57059 -5.39607
C -1.09503 -1.70054 2.55607
C -0.68657 -0.76848 3.66006
O -1.63100 0.29517 3.90733
H -0.27867 -2.35360 2.24213
H -1.41622 -1.12052 1.68738
H -1.91745 -2.39356 2.74389
H 0.27448 -0.31051 3.39062
H -0.46484 -1.15175 4.66193
H -1.25408 0.83590 4.60585
C 0.60680 0.47881 -5.09936
C -0.50914 1.29312 -4.45995
O 0.02291 2.38895 -3.72811
H 0.11876 -0.42512 -5.47992
H 1.35267 0.20466 -4.35812
H 1.03986 1.01477 -5.94108
H -1.11430 0.74603 -3.72321
H -1.24054 1.61417 -5.20995
H -0.09078 2.24506 -2.77141
C 2.50199 3.32443 1.55125
C 3.00650 4.46921 2.39283
O 4.33533 4.81205 1.95391
H 2.73358 3.52235 0.49908
H 1.43912 3.10655 1.64054
H 3.06800 2.39742 1.67242
H 3.10748 4.15867 3.43980
H 2.33968 5.33385 2.36223
H 4.49894 5.66837 2.36383
C 0.59736 -0.01589 -1.24524
C -0.16958 0.94202 -0.33680
O -0.51364 2.13667 -1.03986
H -0.15698 -0.63471 -1.74141
H 1.14819 -0.68210 -0.57630
H 1.25921 0.33925 -2.02981
H 0.47363 1.25032 0.49863
H -1.05760 0.47184 0.08632
H -1.17593 2.64907 -0.53813
C 3.50358 -0.49150 0.54486
C 2.64130 -1.04748 1.70854
O 2.54587 -2.44103 1.49325
H 4.46760 -1.00344 0.62334
H 3.78132 0.56012 0.63955
H 3.07303 -0.70092 -0.43144
H 1.68632 -0.53069 1.72328
H 3.21840 -0.81222 2.60736
H 3.40176 -2.85665 1.61276



ii is favored, and the nearest alternative lies 7.933 eV above it.